Entry from the OMol25 dataset: C6H12 as an isolated structure (ωB97M-V with the def2-TZVPD basis set).

Structure (XYZ):
```
18
Properties=species:S:1:pos:R:3:forces:R:3
C 2.0414 -0.1023 0.7129 0.05 -0.04 0.04
C 0.8622 0.4588 -0.0496 0.07 0.09 0.03
C -0.2946 0.9786 0.6702 -0.08 -0.18 0.05
C -1.5385 1.1788 0.0853 0.07 0.22 0.02
C -1.5419 -1.0317 -0.7990 0.05 -0.18 -0.06
C -0.2312 -1.4279 -0.7948 -0.17 -0.08 -0.03
H 1.6947 -0.8334 1.4526 0.08 0.11 -0.10
H 2.6244 0.6582 1.2460 -0.07 -0.10 -0.12
H 2.7229 -0.6195 0.0322 -0.11 0.09 0.07
H 0.9842 0.7370 -1.0927 -0.05 -0.03 0.17
H 0.6550 1.7682 0.4127 0.01 0.05 0.01
H -0.2478 0.8081 1.7463 -0.05 -0.01 -0.15
H -2.3691 1.4371 0.7384 0.10 -0.05 -0.16
H -1.6265 1.5213 -0.9402 0.09 -0.10 0.10
H -2.2257 -1.3221 -0.0098 0.12 0.04 -0.08
H -2.0098 -0.7103 -1.7262 0.05 -0.02 0.18
H 0.1592 -2.0164 0.0334 -0.05 0.12 -0.11
H 0.3411 -1.4826 -1.7177 -0.10 0.08 0.13
```
Forces are in eV/Å.

- relative energy (zero: lowest compared OMol25 entry of this formula, charge and spin) (eV) = 5.205
- HOMO energy (eV) = -7.43
- orbital gap (eV) = 8.55



Entry from the OMol25 dataset: a 2-piece molecular cluster, C6H12 overall (ωB97M-V with the def2-TZVPD basis set).

Structure (XYZ):
```
18
Properties=species:S:1:pos:R:3:forces:R:3
C -0.2422 -2.2602 -0.0859 -0.07 -0.05 0.02
C 1.0884 -1.5851 0.1275 0.12 0.06 0.22
C 1.3086 -0.6223 1.0179 0.02 -0.21 -0.05
C -0.1067 1.8479 -0.1863 -0.16 0.19 0.04
C -0.8474 2.2514 0.8410 0.07 0.00 -0.11
C -0.5831 0.9116 -1.2528 -0.07 -0.03 -0.05
H -1.0680 -1.5417 -0.0658 0.16 -0.11 0.07
H -0.4338 -2.9956 0.7028 0.04 0.02 -0.12
H -0.2794 -2.7854 -1.0454 0.01 0.08 0.14
H 1.9169 -1.9282 -0.4918 -0.08 0.03 0.10
H 0.1407 0.1094 -1.4255 -0.13 0.20 -0.05
H 2.2889 -0.1697 1.1416 -0.11 -0.10 -0.03
H 0.5106 -0.2299 1.6430 0.11 -0.10 -0.07
H 0.9063 2.2365 -0.3001 -0.17 0.00 0.00
H -1.8505 1.8594 1.0012 0.11 0.10 -0.07
H -0.4875 2.9912 1.5489 0.01 -0.15 -0.01
H -0.7205 1.4521 -2.1955 0.02 -0.06 0.07
H -1.5412 0.4586 -0.9748 0.12 0.12 -0.09
```
Forces are in eV/Å.

- relative energy (zero: lowest compared OMol25 entry of this formula, charge and spin) (eV) = 1.929
- SMILES string = C=CC.C=CC
- HOMO energy (eV) = -9.35
- orbital gap (eV) = 10.57



Entry from the OMol25 dataset: C6H12 as an isolated structure (ωB97M-V with the def2-TZVPD basis set).

Structure (XYZ):
```
18
Properties=species:S:1:pos:R:3:forces:R:3
C 0.1292 1.1259 -1.8826 -0.18 0.03 1.20
C -0.7409 0.0147 -1.2683 0.96 0.16 -0.52
C -0.0395 -0.5718 -0.0303 0.16 1.49 -2.31
C 0.8630 0.3012 0.7307 -0.96 -1.43 2.15
C 0.3248 0.7566 2.0568 0.21 0.58 0.33
C -0.2192 -1.9370 0.1231 1.53 0.27 1.79
H 0.2944 1.8097 -1.0442 0.19 0.34 -0.32
H -0.3585 1.6897 -2.6657 -0.10 -0.19 -0.26
H -1.0843 -1.0810 0.6636 -0.30 -1.35 -0.61
H 1.1064 0.7590 -2.1824 -0.02 -0.04 -0.28
H -0.9068 -0.8037 -1.9721 -0.24 0.01 0.03
H 1.8774 -0.0859 0.8158 0.09 0.19 -0.48
H 0.1907 -0.0851 2.7556 0.14 -0.20 -0.27
H 1.0311 1.4076 2.5691 -0.04 0.15 -0.11
H -0.6494 1.2391 2.0262 -0.05 0.19 -0.29
H -0.1978 -2.5719 -0.7573 -1.73 -0.06 -0.02
H -1.7140 0.4297 -0.9972 0.00 -0.08 0.17
H 0.0935 -2.3968 1.0593 0.36 -0.07 -0.19
```
Forces are in eV/Å.

- ⟨S²⟩ = 0.753
- charge = +1
- relative energy (zero: lowest compared OMol25 entry of this formula, charge and spin) (eV) = 2.658
- 2S+1 = 2
- HOMO energy (spin up / spin down) (eV) = -13.78 / -16.44
- orbital gap (spin up / spin down) (eV) = 8.44 / 10.71



Entry from the OMol25 dataset: a 6-piece molecular cluster, C6H12BCl15O2SSi overall (ωB97M-V with the def2-TZVPD basis set).

Structure (XYZ):
```
38
Properties=species:S:1:pos:R:3:forces:R:3
C 0.9666 -1.0468 1.8319 1.12 0.12 -0.61
O 0.1439 -2.1249 1.3961 -1.52 0.08 0.87
B -1.1741 -2.0263 1.8494 1.36 -2.11 0.13
O -1.7343 -3.2310 2.3477 1.10 0.84 -0.76
Si -2.3421 -0.4405 1.7903 -0.58 0.40 0.63
S -1.4767 1.3992 2.5148 0.15 0.65 0.05
H 2.0021 -1.3046 1.5742 -0.25 -0.02 0.00
H 0.9552 -0.9063 2.9204 -0.28 0.05 -0.21
H 0.7397 -0.1196 1.3013 -0.14 -0.07 0.26
H -2.0911 -3.0978 3.2221 -0.75 0.01 0.24
H -2.8557 -0.2592 0.4159 0.20 0.28 0.01
H -3.5224 -0.7315 2.6308 -0.09 -0.03 0.05
H -1.0395 1.1108 3.7730 -0.30 -0.36 -0.61
C 2.0485 2.7776 1.1759 0.05 0.02 -0.08
Cl 2.0673 1.8215 -0.3091 -0.05 0.17 0.20
Cl 2.6226 1.8157 2.5442 0.00 0.07 0.00
Cl 3.0211 4.2414 0.9914 -0.06 -0.06 0.02
H 1.0250 3.0715 1.3765 0.02 -0.04 0.02
C -4.5513 2.7564 -0.5282 0.01 -0.13 0.10
Cl -2.7985 2.6536 -0.7259 -0.02 0.08 -0.05
Cl -5.3429 1.3551 -1.2569 0.02 0.08 0.00
Cl -4.9772 2.8940 1.1803 0.02 0.01 -0.09
H -4.8985 3.6458 -1.0382 0.02 -0.03 0.01
C -0.5713 -6.2926 3.9612 0.04 -0.05 -0.04
Cl 0.7789 -6.3251 5.1011 -0.05 0.03 -0.05
Cl -0.5894 -7.7565 2.9734 0.00 0.09 0.04
Cl -2.1059 -6.1004 4.8180 0.04 0.05 -0.04
H -0.4431 -5.4397 3.3037 -0.04 -0.02 0.01
C 2.9678 -0.4838 -3.4843 0.03 0.04 -0.09
Cl 1.3963 -0.2521 -2.7041 0.07 -0.11 -0.10
Cl 2.9990 0.3213 -5.0568 0.00 -0.23 0.44
Cl 4.2784 0.1081 -2.4584 -0.05 -0.08 -0.05
H 3.1142 -1.5453 -3.6392 -0.02 0.03 0.04
C 2.3774 3.9570 -6.7403 -0.15 -0.04 0.04
Cl 1.4864 4.8502 -7.9767 0.07 -0.03 0.05
Cl 1.4793 3.9285 -5.2196 0.08 0.00 -0.05
Cl 2.7259 2.3133 -7.2872 0.00 0.31 -0.37
H 3.3189 4.4628 -6.5686 -0.02 -0.02 -0.01
```
Forces are in eV/Å.

- SMILES string = COB(O)[SiH2]S.ClC(Cl)Cl.ClC(Cl)Cl.ClC(Cl)Cl.ClC(Cl)Cl.ClC(Cl)Cl
- HOMO energy (eV) = -9.45
- orbital gap (eV) = 9.55



Entry from the OMol25 dataset: C6H12BF4N4O2S2Ti as an isolated structure (ωB97M-V with the def2-TZVPD basis set).

Structure (XYZ):
```
32
Properties=species:S:1:pos:R:3:forces:R:3
Ti 1.9051 0.5393 -1.3536 -1.38 -0.92 0.37
S -0.0651 -3.6275 -2.8443 0.09 0.03 -0.01
C 0.6824 -2.2754 -2.4234 -0.11 -0.04 0.06
N 1.2050 -1.2834 -2.0582 0.33 0.82 0.28
F -1.3443 1.8520 -3.1385 0.19 -0.02 0.02
B -0.2250 2.0671 -2.4211 0.16 -0.23 0.10
F -0.2165 1.2305 -1.1948 0.22 -0.10 0.06
F 0.0297 3.3530 -2.0585 0.03 -0.15 -0.11
F 0.9767 1.4543 -3.0508 0.05 0.19 0.08
C -1.4406 -1.7317 0.2663 0.16 -0.05 -0.01
N -0.2260 -1.3440 0.9971 -0.07 -0.33 -0.07
C 0.7635 -2.4115 1.1753 -0.13 0.06 0.03
C 0.0922 -0.0661 1.1999 0.08 -0.09 0.30
S 1.7619 0.4268 1.0830 0.06 0.13 -0.15
N -0.8477 0.7912 1.5717 -0.22 0.20 0.05
C -0.6810 2.2409 1.4951 0.09 0.01 -0.09
C -2.0987 0.3585 2.2005 0.17 0.02 -0.09
H -1.1383 -2.4453 -0.5038 -0.08 0.07 0.05
H -1.8659 -0.8635 -0.2271 -0.02 0.06 -0.02
H -2.1842 -2.2003 0.9093 -0.02 -0.01 0.07
H 0.2190 -3.3239 1.4135 -0.02 0.00 0.00
H 1.4288 -2.1710 2.0003 -0.02 0.00 -0.04
H 1.3446 -2.5724 0.2730 0.07 -0.01 -0.16
H 0.1792 2.4942 0.8818 -0.14 -0.02 0.11
H -0.5537 2.6548 2.4955 0.01 -0.01 0.04
H -1.5749 2.6651 1.0402 -0.02 0.02 -0.01
H -1.9843 -0.6426 2.6061 0.03 0.00 0.00
H -2.9351 0.3734 1.5042 -0.03 0.00 -0.08
H -2.3163 1.0476 3.0153 0.03 0.02 0.00
O 3.2290 2.1025 -1.4868 -0.13 -0.80 -0.48
N 3.9911 1.2197 -1.9845 1.49 0.35 0.43
O 3.8896 0.0878 -1.3827 -0.87 0.82 -0.71
```
Forces are in eV/Å.

- ⟨S²⟩ = 0.754
- relative energy (zero: lowest compared OMol25 entry of this formula, charge and spin) (eV) = 0.802
- 2S+1 = 2
- HOMO energy (spin up / spin down) (eV) = -8.53 / -8.80
- orbital gap (spin up / spin down) (eV) = 7.38 / 7.68



Entry from the OMol25 dataset: C6H12Br2Si as an isolated structure (ωB97M-V with the def2-TZVPD basis set).

Structure (XYZ):
```
21
Properties=species:S:1:pos:R:3:forces:R:3
C 1.7145 -0.7763 0.9343 -0.47 2.01 0.62
C 0.7767 -0.8044 -0.0254 -0.18 -0.59 0.32
C 4.2183 0.2388 -1.6153 0.04 -0.81 -0.31
C -2.2964 -1.2421 -0.0287 3.35 -0.39 2.24
C -1.1556 1.0658 -1.6756 -2.13 0.45 2.73
C -1.1282 1.1224 1.5558 -1.71 1.76 -2.35
Si -0.9371 0.0819 -0.0336 0.31 -0.52 -0.40
Br 4.3952 -1.6400 -1.1962 0.04 0.81 -0.12
Br 4.2089 1.2805 -0.0922 0.10 0.04 0.27
H 1.5595 -0.0078 1.7344 0.12 -0.77 -0.44
H 2.7233 -1.2033 1.0017 -0.76 -0.44 -0.41
H 0.8831 -1.5489 -0.8259 0.18 0.27 -0.01
H -2.5992 -1.7107 -0.8914 -0.33 -1.14 -2.08
H -2.1254 -1.9544 0.8071 0.10 0.07 -0.69
H -3.0606 -0.6852 0.3246 -3.07 1.89 1.00
H -1.2415 2.1305 -1.3684 -0.18 -0.50 -0.48
H -0.3125 0.9708 -2.2476 2.06 -0.30 -1.71
H -2.0657 0.7160 -2.1973 0.51 0.35 0.18
H -2.1647 1.5344 1.8047 1.25 -0.01 -1.09
H -1.0351 0.5538 2.3781 0.85 -2.65 2.90
H -0.3578 1.8780 1.6572 -0.07 0.46 -0.19
```
Forces are in eV/Å.

- relative energy (zero: lowest compared OMol25 entry of this formula, charge and spin) (eV) = 4.291
- HOMO energy (eV) = -9.42
- orbital gap (eV) = 8.06



Number 5 is which compound? C6H12BF4N4O2S2Ti